a) DFT (the ωB97M-V functional and the def2-TZVPD basis) results for a 2-piece molecular cluster, H3NO3Si overall.

HOMO-LUMO gap (spin up / spin down)   8.76 / 8.17 eV
2S+1   1
LUMO level (spin up / spin down)   -0.0713 / -0.0838 hartree

Geometry (Å):
N: 2.8264 0.1057 -1.6539
O: 3.9846 -0.0764 -1.5471
O: 2.0428 0.4271 -2.4152
O: 1.8376 -0.1887 0.1352
Si: 0.2785 0.0020 0.0687
H: -0.3500 1.4570 0.4397
H: -0.2372 -0.3181 -1.1725
H: -0.1291 -1.0517 0.8755

These are the natural (NBO) partial charges, in e, on atoms 1 to 4:
1. N 0.732
2. O -0.198
3. O -0.182
4. O -0.939

=====

b) DFT (the ωB97M-V functional and the def2-TZVPD basis) results for an isolated molecule of H3NO3Si.

SMILES   O=[N+]([O-])[SiH2]O
HOMO-LUMO gap   10.49 eV
2S+1   1
LUMO level   0.0014 hartree

Geometry (Å):
O: -1.7700 0.6322 -0.6303
N: -1.2788 -0.1798 0.1776
O: -1.9260 -1.1209 0.6355
Si: 0.6391 -0.1536 0.3532
O: 1.1001 0.1977 -1.1016
H: 1.0221 -1.4192 1.0279
H: 0.6853 1.0961 1.0129
H: 1.5282 0.9475 -1.4751

These are the natural (NBO) partial charges, in e, on atoms 1 to 4:
1. O -0.401
2. N 0.234
3. O -0.394
4. Si 1.514

=====

b) is favored, and the nearest alternative lies 86.6 kcal/mol above it.

=====

a) DFT (the ωB97M-V functional and the def2-TZVPD basis) results for a 2-piece molecular cluster, C7H12Si overall.

HOMO-LUMO gap   8.80 eV
2S+1   1
LUMO level   0.0261 hartree

Geometry (Å):
C: -3.3702 0.8701 -0.1514
C: -1.9480 1.1258 -0.3201
C: -3.5622 -0.4180 0.1641
C: -1.2824 -0.0077 -0.0864
C: -2.2364 -1.1076 0.2416
C: 3.7891 0.3898 0.0099
C: 2.3509 0.4422 0.5244
Si: 1.2134 -0.7167 -0.4522
H: -4.1329 1.6169 -0.2841
H: -1.5397 2.0847 -0.5813
H: -4.4963 -0.9164 0.3507
H: -2.0498 -1.5186 1.2361
H: -2.1515 -1.9340 -0.4645
H: 4.1941 -0.6183 0.0838
H: 3.8367 0.6980 -1.0327
H: 4.4320 1.0524 0.5875
H: 1.9838 1.4666 0.4607
H: 2.3377 0.1754 1.5828
H: 1.3857 -0.5886 -1.8935
H: 1.2458 -2.0962 0.0246

These are the natural (NBO) partial charges, in e, on atoms 1 to 4:
1. C -0.232
2. C -0.345
3. C -0.201
4. C -0.123

=====

b) DFT (the ωB97M-V functional and the def2-TZVPD basis) results for an isolated molecule of C7H12Si.

HOMO-LUMO gap   9.15 eV
2S+1   1
LUMO level   0.0279 hartree

Geometry (Å):
C: -2.2376 0.0079 0.0715
C: -2.1543 -1.3216 -0.0528
C: -1.0181 0.7791 -0.1395
C: 0.0688 0.1085 -0.4950
C: -0.8535 -1.9210 -0.3088
C: -1.0806 2.2730 0.0383
C: 2.6692 -0.5506 0.8717
Si: 1.8994 0.1350 -0.7293
H: -3.1542 0.5218 0.3193
H: -3.0329 -1.9507 0.0136
H: -0.2757 -2.2367 0.5459
H: -0.7023 -2.5016 -1.2031
H: -0.7219 2.5335 1.0336
H: -2.1025 2.6337 -0.0542
H: -0.4567 2.7784 -0.6933
H: 2.0170 -1.2937 1.3223
H: 3.6322 -1.0189 0.6947
H: 2.8261 0.2401 1.6006
H: 2.4032 1.4998 -0.9659
H: 2.2744 -0.7159 -1.8694

These are the natural (NBO) partial charges, in e, on atoms 1 to 4:
1. C -0.222
2. C -0.200
3. C -0.088
4. C -0.395

=====

b) is favored, and the nearest alternative lies 1.8 kcal/mol above it.

=====

a) DFT (the ωB97M-V functional and the def2-TZVPD basis) results for a 3-piece molecular cluster, C4H7ClO overall.

SMILES   C=C=C.C=O.Cl
HOMO-LUMO gap   10.69 eV
2S+1   1
LUMO level   0.0260 hartree

Geometry (Å):
C: 0.2535 2.0036 0.4071
C: -0.7473 1.2456 0.0889
C: -1.7293 0.4876 -0.2757
H: 1.0898 2.1620 -0.2550
H: 0.3092 2.4943 1.3599
H: -2.5937 0.8870 -0.7802
H: -1.7561 -0.5618 -0.0266
C: 0.5211 -2.5493 1.4242
O: -0.6060 -2.1605 1.3901
H: 0.7853 -3.6129 1.3070
H: 1.3800 -1.8752 1.5719
Cl: 2.0282 0.6783 -3.5214
H: 1.0653 0.8013 -2.6902

These are the natural (NBO) partial charges, in e, on atoms 1 to 4:
1. C -0.511
2. C 0.102
3. C -0.499
4. H 0.217

=====

b) DFT (the ωB97M-V functional and the def2-TZVPD basis) results for a 2-piece molecular cluster, C4H7ClO overall.

SMILES   C=C(O)Cl.C=C
HOMO-LUMO gap   10.12 eV
2S+1   1
LUMO level   0.0272 hartree

Geometry (Å):
C: -2.1517 2.0228 -0.5397
C: -2.3124 0.9386 0.2642
O: -1.9372 0.7594 1.5271
Cl: -2.7846 -0.6117 -0.4635
H: -2.6138 2.0520 -1.4927
H: -1.9608 3.0168 -0.1535
H: -1.9074 -0.1535 1.6663
C: 1.8942 -1.9526 -0.0248
C: 0.8888 -1.1744 0.2493
H: 1.8295 -3.0212 -0.2736
H: 2.9957 -1.6380 0.0068
H: 0.9657 -0.0912 0.5029
H: -0.1040 -1.4484 0.1457

These are the natural (NBO) partial charges, in e, on atoms 1 to 4:
1. C -0.531
2. C 0.314
3. O -0.652
4. Cl -0.062

=====

b) is favored, and the nearest alternative lies 12.8 kcal/mol above it.

=====

a) DFT (the ωB97M-V functional and the def2-TZVPD basis) results for an isolated ion of composition C3H10N5 and charge +1.

SMILES   C/[NH+]=C\N=N/N(C)N
HOMO-LUMO gap   9.26 eV
Charge   +1
2S+1   1
LUMO level   -0.1402 hartree

Geometry (Å):
C: 2.8131 -1.0006 0.7425
N: 2.4345 0.0170 -0.1542
C: 1.3076 0.6373 -0.2258
N: 0.4101 0.5175 0.7038
N: -0.8250 0.7774 0.7422
N: -1.7096 0.3250 -0.0464
C: -3.0855 0.7776 0.0387
N: -1.5693 -0.5823 -1.0160
H: 2.4865 -2.0239 0.3711
H: 3.9881 -1.0579 0.9578
H: 2.3333 -0.8509 1.7255
H: 3.0909 0.1872 -0.9682
H: 1.2656 1.5357 -0.9234
H: -3.2818 1.1981 -1.0147
H: -3.6437 -0.1115 0.5010
H: -3.0486 1.6840 0.7532
H: -2.3851 -1.0916 -1.1161
H: -0.5810 -0.9383 -1.0712

These are the natural (NBO) partial charges, in e, on atoms 1 to 4:
1. C -0.455
2. N -0.520
3. C 0.284
4. N -0.347

=====

b) DFT (the ωB97M-V functional and the def2-TZVPD basis) results for an isolated ion of composition C3H10N5 and charge +1.

SMILES   CNCN=[N+]=NCN
HOMO-LUMO gap   8.63 eV
Charge   +1
2S+1   1
LUMO level   -0.1895 hartree

Geometry (Å):
C: -2.0934 -1.2797 0.0202
N: -2.5725 0.0371 0.5347
C: -1.9863 1.1446 -0.1146
N: -0.4908 1.2296 -0.2806
N: 0.4745 0.5788 -0.5453
N: 1.3263 -0.0187 -1.0320
C: 2.7462 0.0938 -0.5285
N: 2.7947 -0.4531 0.7601
H: -2.6104 -1.9897 0.5803
H: -2.3305 -1.1763 -1.1288
H: -1.0965 -1.4370 0.2920
H: -2.5690 0.1337 1.5892
H: -2.2151 2.0409 0.3341
H: -2.3245 1.2922 -1.2467
H: 3.1236 1.1431 -0.4223
H: 3.3926 -0.2872 -1.3173
H: 2.8957 0.1001 1.5935
H: 3.5354 -1.1521 0.9120

These are the natural (NBO) partial charges, in e, on atoms 1 to 4:
1. C -0.415
2. N -0.571
3. C -0.067
4. N -0.101

=====

a) is favored, and the nearest alternative lies 21.3 kcal/mol above it.

=====

a) DFT (the ωB97M-V functional and the def2-TZVPD basis) results for C3H11N3Si as an isolated structure.

HOMO-LUMO gap   9.25 eV
2S+1   1
LUMO level   0.0139 hartree

Geometry (Å):
C: 0.6190 -1.4000 -2.8962
C: 0.2714 0.0314 -2.4973
C: 0.5633 0.6194 -1.2885
N: 0.2236 1.8303 2.5387
N: -1.7168 0.3843 1.4634
N: 0.2540 -1.4142 2.5473
Si: -0.2355 0.0810 2.2238
H: 1.7038 -1.2880 -3.2697
H: 0.5686 -2.3611 -1.9113
H: -0.3327 0.6341 -3.2208
H: 0.1923 1.6235 -1.1837
H: 1.0298 0.0631 -0.4491
H: 1.1215 2.2236 2.5279
H: -0.2554 2.3177 3.3010
H: -2.0637 1.1063 0.8002
H: -2.1283 -0.5069 1.3148
H: 0.2046 -1.8589 3.4743
H: -0.0196 -2.0854 -3.4746

These are the natural (NBO) partial charges, in e, on atoms 1 to 4:
1. C -0.669
2. C -0.188
3. C -0.418
4. N -1.308

=====

b) DFT (the ωB97M-V functional and the def2-TZVPD basis) results for a 2-piece molecular cluster, C3H11N3Si overall.

SMILES   N=[Si](N)N.C=CC
HOMO-LUMO gap   9.29 eV
2S+1   1
LUMO level   0.0104 hartree

Geometry (Å):
N: 1.1458 -3.1059 -1.0731
Si: 1.1184 -2.0222 0.1192
N: -0.3611 -1.1273 0.3571
N: 2.2402 -1.3161 1.2621
H: 1.8893 -3.6351 -1.3671
H: -1.1820 -1.3324 -0.0924
H: -0.7008 -1.3078 1.3361
H: 3.2142 -1.1257 1.2666
H: 1.8301 -1.1659 2.1780
C: -1.6903 2.0037 0.7677
C: -1.5416 1.5346 -0.4645
C: -0.2940 1.6475 -1.2986
H: -2.5422 2.0829 1.4556
H: -0.9390 2.7032 1.2064
H: -2.3916 1.0926 -1.0276
H: -0.0550 0.6558 -1.6518
H: -0.3237 2.2348 -2.2062
H: 0.5832 2.1831 -0.7675

These are the natural (NBO) partial charges, in e, on atoms 1 to 4:
1. N -1.400
2. Si 2.031
3. N -1.272
4. N -1.314

=====

b) is favored, and the nearest alternative lies 28.5 kcal/mol above it.

=====

a) DFT (the ωB97M-V functional and the def2-TZVPD basis) results for a 2-piece molecular cluster, C2H7NS2 overall.

HOMO-LUMO gap (spin up / spin down)   6.09 / 2.70 eV
Charge   +1
2S+1   2
LUMO level (spin up / spin down)   -0.2267 / -0.3505 hartree

Geometry (Å):
S: 0.4596 2.7658 -0.1520
S: -0.7025 1.0391 0.3452
H: 1.1904 2.6789 0.9966
H: -1.7681 1.8284 0.3975
C: 0.9005 -2.7064 0.6501
C: -0.2813 -2.9340 -1.2260
N: -0.3207 -2.4352 -0.0144
H: 1.5359 -1.7641 0.8796
H: 0.5922 -3.1754 1.6464
H: 1.4636 -3.5530 0.0957
H: -1.2024 -3.3375 -1.7985
H: 0.6042 -2.6675 -1.7521

These are the natural (NBO) partial charges, in e, on atoms 1 to 4:
1. S 0.267
2. S 0.346
3. H 0.193
4. H 0.175

=====

b) DFT (the ωB97M-V functional and the def2-TZVPD basis) results for a 2-piece molecular cluster, C2H7NS2 overall.

HOMO-LUMO gap (spin up / spin down)   9.01 / 4.06 eV
Charge   +1
2S+1   2
LUMO level (spin up / spin down)   -0.1839 / -0.3487 hartree

Geometry (Å):
S: 0.1941 0.1496 -1.7437
S: -0.4082 -1.5900 -0.9640
H: -0.5432 0.1818 -2.9014
H: -1.2305 -1.3571 0.0636
C: 0.8661 0.3535 2.6125
C: -0.2452 1.9136 1.2796
N: -0.2568 0.7554 1.7760
H: 1.4347 1.1240 3.1238
H: 1.7370 -0.1822 2.0332
H: 0.4555 -0.3704 3.3410
H: -0.9726 2.1483 0.4412
H: 0.6174 2.6103 1.4379

These are the natural (NBO) partial charges, in e, on atoms 1 to 4:
1. S 0.181
2. S 0.314
3. H 0.206
4. H 0.201

=====

b) is favored, and the nearest alternative lies 24.6 kcal/mol above it.

=====

a) DFT (the ωB97M-V functional and the def2-TZVPD basis) results for C7H12O2S as an isolated structure.

HOMO-LUMO gap   9.31 eV
2S+1   1
LUMO level   0.0253 hartree

Geometry (Å):
C: 1.2758 -0.4478 0.6228
C: 2.3344 -0.9933 -0.3845
C: -1.0922 2.6410 0.6946
C: 2.1368 0.2524 1.6175
C: 3.2819 0.8149 0.7010
C: -1.1530 3.5983 -0.1759
C: -0.0406 0.3406 -1.9267
O: 2.1816 -1.9451 -1.0944
O: 3.4356 -0.1873 -0.3075
S: 0.2314 0.8587 -0.1919
H: -0.4043 2.3553 1.5161
H: 1.6435 1.0065 2.2989
H: 2.7117 -0.5304 2.1904
H: 2.8533 1.7431 0.2064
H: 4.1826 0.8197 1.2663
H: -2.0762 3.7741 -0.7475
H: -0.3257 4.2914 -0.4010
H: 0.5328 -1.0380 0.9591
H: -1.0287 0.5298 -2.2918
H: 0.5289 1.2143 -2.3249
H: 0.1864 -0.6068 -2.3487
H: -2.0925 2.1494 0.8832

These are the natural (NBO) partial charges, in e, on atoms 1 to 4:
1. C -0.438
2. C 0.795
3. C -0.395
4. C -0.437

=====

b) DFT (the ωB97M-V functional and the def2-TZVPD basis) results for an isolated molecule of C7H12O2S.

HOMO-LUMO gap   9.55 eV
2S+1   1
LUMO level   0.0238 hartree

Geometry (Å):
C: 0.7219 -0.3625 0.6352
C: -0.0375 1.6514 -0.5267
C: 0.9778 1.1176 0.4102
C: -0.9330 -0.7749 -0.0839
C: 2.4776 1.3011 0.1565
C: -1.8594 -1.5947 0.8263
C: -0.5622 -1.4655 -1.3660
O: 1.4098 -1.1835 1.1578
O: -1.8782 1.1478 1.2360
S: -1.6244 0.9084 -0.2386
H: -0.0759 2.6553 -0.3594
H: 0.0806 1.4504 -1.6102
H: 0.8358 1.5654 1.4109
H: 2.9027 2.1056 0.6618
H: 2.5911 1.4370 -0.8587
H: 2.8940 0.3805 0.4081
H: -1.3732 -2.4604 1.3839
H: -2.6504 -2.0057 0.1555
H: -2.4230 -1.0434 1.5303
H: -0.3429 -2.5043 -1.0935
H: 0.2937 -0.9589 -1.7416
H: -1.4249 -1.3667 -2.0940

These are the natural (NBO) partial charges, in e, on atoms 1 to 4:
1. C 0.687
2. C -0.602
3. C -0.378
4. C -0.283

=====

b) is favored, and the nearest alternative lies 24.0 kcal/mol above it.

=====

a) DFT (the ωB97M-V functional and the def2-TZVPD basis) results for C2H12N4 as an isolated structure.

HOMO-LUMO gap   6.34 eV
2S+1   1
LUMO level   0.0299 hartree

Geometry (Å):
C: 0.7110 -1.1409 0.3825
C: 1.7283 -0.0797 0.0997
N: -0.5029 -0.2766 -1.7843
N: -0.7521 1.1535 -1.6582
H: -1.4274 -0.6878 -1.9408
H: -1.1286 0.1440 -0.2043
H: -1.3321 1.4906 -2.4278
H: 0.7838 -1.5367 1.3985
H: 0.6168 -1.9000 -0.3817
H: 2.6963 -0.3529 0.5316
H: 1.8424 0.0571 -0.9723
H: 1.4396 0.8870 0.5270
N: -1.0488 0.4702 2.0081
N: -0.9625 -0.3457 0.8451
H: -0.3385 0.1664 2.6745
H: -0.8241 1.4249 1.7469
H: -1.6469 -1.0912 0.9054
H: 0.1455 1.6181 -1.7499

These are the natural (NBO) partial charges, in e, on atoms 1 to 4:
1. C -0.087
2. C -0.678
3. N -0.958
4. N -0.765

=====

b) DFT (the ωB97M-V functional and the def2-TZVPD basis) results for a 2-piece molecular cluster, C2H12N4 overall.

SMILES   NCN.NCN
HOMO-LUMO gap   9.72 eV
2S+1   1
LUMO level   0.0364 hartree

Geometry (Å):
N: -0.3992 -2.9078 0.2530
C: -1.3895 -2.0501 -0.3850
N: -1.9380 -1.0254 0.4452
H: 0.5646 -2.6222 0.1716
H: -0.5800 -2.9807 1.2444
H: -0.9333 -1.6658 -1.2912
H: -2.2411 -2.6561 -0.6838
H: -1.4822 -0.1950 0.7736
H: -2.7398 -1.1282 1.0393
N: 0.3868 1.4699 0.6315
C: 1.6439 2.0236 0.1853
N: 1.7915 2.2893 -1.2419
H: -0.4328 2.0480 0.6795
H: 0.3097 0.5078 0.3603
H: 1.9085 2.8879 0.7935
H: 2.3121 1.2079 0.4121
H: 2.1101 3.2090 -1.4950
H: 0.9559 2.0434 -1.7358

These are the natural (NBO) partial charges, in e, on atoms 1 to 4:
1. N -0.856
2. C -0.053
3. N -0.896
4. H 0.354

=====

b) is favored, and the nearest alternative lies 117.7 kcal/mol above it.

=====

a) DFT (the ωB97M-V functional and the def2-TZVPD basis) results for an isolated molecule of C2H5N3S2.

SMILES   N/N=C/N(S)C=S
HOMO-LUMO gap   8.92 eV
2S+1   1
LUMO level   0.0175 hartree

Geometry (Å):
N: -2.5307 -0.1579 -0.1221
N: -1.2553 0.4317 -0.0429
C: -0.2188 -0.2858 -0.0585
N: 1.0715 0.2224 -0.0561
S: 1.3339 1.9513 -0.0291
C: 2.1283 -0.5750 -0.0571
S: 3.6701 -0.1502 -0.0291
H: -3.1865 0.5014 0.2602
H: -2.5850 -1.0638 0.3759
H: -0.3070 -1.3955 -0.0730
H: 0.0174 2.1734 -0.1327
H: 1.8621 -1.6520 -0.0355

These are the natural (NBO) partial charges, in e, on atoms 1 to 4:
1. N -0.634
2. N -0.297
3. C 0.205
4. N -0.524

=====

b) DFT (the ωB97M-V functional and the def2-TZVPD basis) results for an isolated molecule of C2H5N3S2.

SMILES   [H]/N=C(/NS)SN=C
HOMO-LUMO gap   9.45 eV
2S+1   1
LUMO level   0.0196 hartree

Geometry (Å):
H: -0.9824 2.9261 -0.4069
N: -1.5197 2.1839 0.0165
C: -0.9120 1.0680 -0.0246
N: -1.5809 -0.0588 0.4443
S: -1.8173 -1.4527 -0.5607
S: 0.6599 0.8672 -0.7731
N: 1.2955 -0.3038 0.3108
C: 2.4329 -0.8784 0.0538
H: -2.4516 0.2667 0.8561
H: -0.9614 -2.2060 0.1539
H: 2.7606 -1.6562 0.7757
H: 3.0764 -0.7559 -0.8457

These are the natural (NBO) partial charges, in e, on atoms 1 to 4:
1. H 0.348
2. N -0.673
3. C 0.251
4. N -0.761

=====

b) is favored, and the nearest alternative lies 2.6 kcal/mol above it.